1.
{
  "formula": "C33H39CoN5O5",
  "method": "ωB97M-V/def2-TZVPD",
  "species": ["Co", "O", "C", "C", "N", "C", "C", "O", "O", "C", "C", "O", "O", "H", "H", "H", "H", "H", "H", "H", "H", "H", "C", "C", "C", "C", "C", "C", "C", "C", "N", "C", "C", "C", "C", "N", "C", "C", "C", "C", "C", "C", "C", "C", "H", "H", "H", "H", "H", "H", "H", "H", "H", "H", "H", "H", "H", "H", "H", "H", "H", "H", "H", "H", "H", "H", "H", "H", "N", "C", "N", "C", "C", "C", "C", "C", "C", "H", "H", "H", "H", "H", "H"],
  "coordinates": [[0.597, 0.469, 0.516], [0.361, -0.128, 2.676], [0.472, 0.904, 3.665], [1.720, 1.739, 3.437], [1.699, 2.318, 2.115], [0.858, 3.485, 1.957], [0.169, 3.505, 0.588], [-0.258, 4.565, 0.144], [0.047, 2.357, 0.036], [3.001, 2.439, 1.486], [3.510, 1.093, 0.963], [4.706, 0.834, 0.998], [2.596, 0.307, 0.518], [1.056, -0.781, 2.817], [-0.437, 1.498, 3.566], [0.475, 0.459, 4.663], [1.816, 2.485, 4.242], [2.594, 1.084, 3.516], [0.051, 3.461, 2.694], [1.392, 4.431, 2.108], [2.902, 3.096, 0.617], [3.761, 2.877, 2.144], [-3.018, 2.649, 0.064], [-3.099, 1.717, 1.244], [-3.879, 2.098, 2.337], [-4.066, 1.261, 3.420], [-3.490, -0.001, 3.418], [-2.695, -0.421, 2.361], [-2.141, -1.816, 2.336], [-2.480, 0.462, 1.298], [-1.539, 0.105, 0.276], [-1.924, -0.144, -0.905], [-3.352, -0.283, -1.332], [-0.854, -0.219, -1.988], [-1.289, -0.597, -3.370], [0.322, 0.115, -1.649], [1.298, 0.388, -2.674], [2.356, -0.495, -2.884], [2.507, -1.761, -2.095], [3.304, -0.165, -3.847], [3.215, 1.012, -4.566], [2.159, 1.877, -4.334], [1.177, 1.585, -3.393], [0.041, 2.550, -3.188], [-2.884, 3.677, 0.399], [-3.950, 2.602, -0.507], [-2.177, 2.439, -0.590], [-4.347, 3.076, 2.317], [-4.671, 1.582, 4.258], [-3.657, -0.678, 4.248], [-2.191, -2.263, 3.329], [-1.106, -1.830, 2.001], [-2.718, -2.451, 1.659], [-4.022, -0.215, -0.479], [-3.497, -1.245, -1.829], [-3.616, 0.495, -2.050], [-1.761, -1.582, -3.349], [-0.441, -0.624, -4.048], [-2.027, 0.109, -3.755], [1.552, -2.256, -1.919], [2.949, -1.523, -1.125], [3.161, -2.458, -2.620], [4.128, -0.848, -4.019], [3.969, 1.259, -5.303], [2.085, 2.806, -4.887], [0.309, 3.528, -3.586], [-0.204, 2.677, -2.134], [-0.855, 2.222, -3.725], [2.486, -3.654, 0.882], [2.233, -2.335, 1.069], [1.017, -1.990, 0.732], [0.425, -3.166, 0.274], [-0.842, -3.400, -0.262], [-1.143, -4.677, -0.691], [-0.210, -5.721, -0.595], [1.049, -5.511, -0.071], [1.342, -4.220, 0.354], [3.374, -4.098, 1.026], [2.993, -1.633, 1.382], [-1.568, -2.603, -0.329], [-2.120, -4.883, -1.109], [-0.484, -6.709, -0.941], [1.773, -6.313, -0.003]],
  "homo_lumo_gap_ev": [7.7, 7.9],
  "homo_ha": [-0.2967, -0.3023],
  "multiplicity": 4,
  "relative_energy_kj_mol": 3.19,
  "lumo_energy_ev": [-0.4, -0.4]
}

2.
{
  "formula": "C33H39FeN9O2P",
  "method": "ωB97M-V/def2-TZVPD",
  "species": ["Fe", "C", "C", "C", "C", "N", "C", "C", "C", "C", "C", "C", "N", "C", "C", "C", "C", "C", "N", "H", "H", "H", "H", "H", "H", "H", "H", "H", "H", "H", "O", "C", "N", "C", "C", "C", "C", "C", "C", "N", "C", "C", "C", "C", "C", "N", "H", "H", "H", "H", "H", "H", "H", "H", "H", "H", "C", "N", "C", "P", "O", "N", "C", "C", "N", "C", "C", "H", "H", "H", "H", "H", "H", "H", "H", "H", "H", "H", "H", "H", "H", "H", "H", "H", "H"],
  "coordinates": [[0.425, -0.022, 0.368], [4.313, -2.121, 0.208], [5.099, -1.195, -0.458], [4.554, 0.032, -0.800], [3.235, 0.289, -0.469], [2.468, -0.620, 0.151], [2.997, -1.790, 0.491], [2.538, 1.584, -0.749], [3.108, 2.727, -1.290], [2.316, 3.855, -1.433], [0.986, 3.827, -1.034], [0.483, 2.652, -0.501], [1.261, 1.574, -0.381], [-0.892, 2.446, 0.054], [-1.844, 3.441, 0.145], [-3.057, 3.156, 0.754], [-3.278, 1.883, 1.248], [-2.277, 0.930, 1.108], [-1.114, 1.204, 0.526], [4.710, -3.083, 0.499], [6.127, -1.423, -0.705], [5.151, 0.775, -1.310], [2.328, -2.478, 0.993], [4.149, 2.745, -1.582], [2.737, 4.762, -1.845], [0.360, 4.702, -1.134], [-1.638, 4.431, -0.237], [-3.816, 3.921, 0.847], [-4.209, 1.625, 1.731], [-2.389, -0.083, 1.473], [-0.917, -2.663, 3.129], [-0.438, -1.763, 2.437], [-0.484, -1.575, 1.123], [-1.138, -2.597, 0.334], [-0.297, -2.925, -0.873], [-0.409, -4.143, -1.540], [0.383, -4.377, -2.646], [1.259, -3.383, -3.065], [1.302, -2.209, -2.339], [0.553, -1.980, -1.261], [0.328, -0.636, 3.092], [0.491, -0.563, 4.463], [1.207, 0.495, 4.993], [1.743, 1.440, 4.131], [1.539, 1.296, 2.773], [0.842, 0.279, 2.257], [-2.118, -2.245, -0.019], [-1.316, -3.489, 0.937], [-1.102, -4.891, -1.179], [0.324, -5.320, -3.175], [1.899, -3.524, -3.926], [1.984, -1.410, -2.619], [0.050, -1.341, 5.070], [1.351, 0.586, 6.061], [2.312, 2.280, 4.505], [1.944, 2.007, 2.064], [1.324, 1.169, -4.554], [0.052, 1.737, -4.137], [-0.056, 3.170, -4.335], [-1.075, 0.755, -3.439], [-0.806, 0.256, -2.067], [-1.169, -0.518, -4.491], [-1.066, -0.408, -5.935], [-1.769, -1.768, -4.041], [-2.460, 1.687, -3.442], [-3.062, 2.017, -4.730], [-3.470, 1.387, -2.435], [2.149, 1.668, -4.036], [1.479, 1.289, -5.631], [1.356, 0.106, -4.321], [0.831, 3.670, -3.937], [-0.933, 3.557, -3.821], [-0.128, 3.415, -5.400], [-0.648, 0.555, -6.221], [-2.044, -0.514, -6.416], [-0.415, -1.197, -6.323], [-1.793, -1.793, -2.956], [-1.175, -2.615, -4.391], [-2.788, -1.882, -4.427], [-2.297, 2.264, -5.465], [-3.711, 2.887, -4.613], [-3.665, 1.189, -5.120], [-2.990, 1.092, -1.510], [-4.136, 0.575, -2.755], [-4.080, 2.276, -2.259]],
  "charge": 1,
  "homo_lumo_gap_ev": [7.0, 7.0],
  "homo_ha": [-0.3662, -0.3661],
  "relative_energy_kj_mol": 0.00,
  "lumo_energy_ev": [-2.9, -2.9]
}

3.
{
  "formula": "C33H39N6O2SSb2W",
  "method": "ωB97M-V/def2-TZVPD",
  "species": ["W", "C", "Sb", "C", "C", "C", "C", "C", "C", "C", "C", "C", "Sb", "C", "C", "H", "H", "H", "H", "H", "H", "H", "H", "H", "H", "H", "H", "H", "H", "H", "H", "H", "H", "H", "H", "N", "C", "C", "C", "C", "C", "N", "C", "C", "C", "C", "C", "N", "H", "H", "H", "H", "H", "H", "H", "H", "H", "O", "N", "N", "O", "C", "C", "C", "C", "C", "C", "H", "H", "H", "H", "H", "S", "C", "N", "C", "C", "C", "C", "H", "H", "H", "H", "H"],
  "coordinates": [[-0.021, 0.038, -0.517], [2.212, 0.151, 2.527], [2.083, 1.417, 0.776], [4.197, 1.132, 0.343], [2.243, 3.266, 2.080], [1.544, 3.109, 3.377], [2.275, 2.747, 4.511], [1.666, 2.602, 5.746], [0.301, 2.821, 5.873], [-0.440, 3.177, 4.764], [0.159, 3.333, 3.510], [-0.683, 3.743, 2.370], [-1.231, 2.053, 1.032], [-3.123, 2.946, 0.445], [-1.992, 0.861, 2.673], [3.241, 0.196, 2.890], [1.945, -0.878, 2.290], [1.544, 0.526, 3.307], [4.748, 1.422, 1.234], [4.534, 1.754, -0.483], [4.408, 0.085, 0.128], [1.878, 4.114, 1.503], [3.314, 3.372, 2.227], [3.338, 2.580, 4.414], [2.256, 2.327, 6.607], [-0.177, 2.729, 6.833], [-1.494, 3.376, 4.860], [-0.231, 4.507, 1.746], [-1.643, 4.105, 2.716], [-3.640, 3.243, 1.355], [-3.750, 2.248, -0.109], [-2.939, 3.839, -0.156], [-2.923, 1.316, 3.020], [-1.264, 0.854, 3.490], [-2.178, -0.163, 2.343], [2.394, 0.942, -2.628], [2.608, -0.321, -2.110], [3.727, -1.039, -2.540], [4.074, -2.223, -1.929], [3.302, -2.658, -0.830], [2.212, -1.939, -0.452], [1.782, -0.778, -1.086], [1.269, 1.738, -2.739], [1.309, 2.841, -3.592], [0.176, 3.595, -3.812], [-1.028, 3.177, -3.206], [-1.021, 2.126, -2.341], [0.139, 1.414, -1.988], [3.114, 1.214, -3.294], [4.316, -0.656, -3.359], [4.928, -2.787, -2.260], [3.582, -3.536, -0.272], [1.613, -2.237, 0.407], [2.234, 3.080, -4.092], [0.195, 4.448, -4.468], [-1.952, 3.675, -3.441], [-1.949, 1.715, -1.938], [-0.079, -0.736, 1.094], [-0.645, -1.697, 0.171], [-1.907, -1.287, -0.016], [-1.953, -0.034, -0.579], [-3.019, -2.059, 0.146], [-4.272, -1.606, -0.294], [-5.378, -2.401, -0.092], [-5.254, -3.644, 0.525], [-4.008, -4.083, 0.970], [-2.890, -3.303, 0.787], [-4.360, -0.647, -0.779], [-6.345, -2.051, -0.415], [-6.128, -4.262, 0.662], [-3.918, -5.030, 1.477], [-1.919, -3.616, 1.140], [-0.629, -1.235, -2.809], [-0.521, -2.921, -3.154], [-0.916, -3.324, -4.383], [-0.828, -4.596, -4.807], [-0.306, -5.563, -3.987], [0.090, -5.201, -2.694], [-0.033, -3.893, -2.274], [-1.284, -2.614, -5.009], [-1.179, -4.804, -5.806], [-0.215, -6.582, -4.329], [0.487, -5.952, -2.026], [0.236, -3.593, -1.271]],
  "charge": 3,
  "homo_lumo_gap_ev": [5.4, 5.3],
  "homo_ha": [-0.5429, -0.5427],
  "lumo_energy_ev": [-9.4, -9.4]
}

4.
{
  "formula": "C33H39N7OSSiZr",
  "method": "ωB97M-V/def2-TZVPD",
  "species": ["Zr", "C", "C", "C", "S", "O", "C", "C", "C", "H", "H", "H", "H", "H", "H", "H", "H", "H", "H", "H", "H", "H", "H", "N", "C", "C", "C", "N", "C", "N", "C", "C", "C", "C", "C", "C", "Si", "C", "C", "C", "C", "C", "C", "C", "C", "C", "C", "C", "C", "H", "H", "H", "H", "H", "H", "H", "H", "H", "H", "H", "H", "H", "H", "H", "C", "C", "C", "C", "N", "C", "N", "N", "N", "H", "H", "H", "H", "H", "H", "H", "H", "H", "H"],
  "coordinates": [[0.281, -1.221, -0.456], [-2.991, -2.477, 5.071], [-3.246, -1.258, 4.192], [-3.088, -1.532, 2.697], [-1.388, -2.053, 2.367], [-1.138, -1.549, 0.877], [-1.492, -3.856, 2.208], [-1.938, -4.393, 0.857], [-3.366, -4.063, 0.446], [-3.186, -2.235, 6.114], [-1.951, -2.817, 5.022], [-3.646, -3.308, 4.801], [-2.588, -0.436, 4.479], [-4.268, -0.901, 4.329], [-3.205, -0.629, 2.094], [-3.765, -2.301, 2.333], [-2.172, -4.136, 3.017], [-0.501, -4.212, 2.488], [-1.816, -5.476, 0.934], [-1.231, -4.080, 0.081], [-4.080, -4.362, 1.215], [-3.628, -4.607, -0.460], [-3.500, -2.999, 0.240], [1.765, -2.556, 0.491], [2.068, -2.490, 1.629], [2.383, -2.324, 2.943], [1.530, -2.924, 3.906], [0.744, -3.416, 4.590], [3.395, -1.373, 3.241], [4.183, -0.542, 3.365], [-1.825, -3.502, -2.998], [-2.798, -2.542, -2.737], [-2.448, -1.224, -2.478], [-1.112, -0.795, -2.552], [-0.141, -1.804, -2.808], [-0.486, -3.141, -3.021], [-0.548, 0.888, -1.886], [0.665, 1.757, -2.983], [1.094, 3.027, -2.580], [2.019, 3.733, -3.335], [2.535, 3.175, -4.497], [2.118, 1.917, -4.910], [1.187, 1.214, -4.159], [-1.985, 1.916, -1.325], [-2.525, 1.793, -0.042], [-3.624, 2.545, 0.343], [-4.198, 3.435, -0.554], [-3.670, 3.578, -1.830], [-2.568, 2.827, -2.213], [-2.110, -4.528, -3.190], [-3.843, -2.828, -2.731], [-3.219, -0.499, -2.242], [0.912, -1.512, -2.932], [0.281, -3.875, -3.232], [0.683, 3.484, -1.685], [2.328, 4.722, -3.024], [3.253, 3.727, -5.089], [2.506, 1.491, -5.825], [0.846, 0.250, -4.521], [-2.065, 1.116, 0.672], [-4.027, 2.453, 1.344], [-5.053, 4.027, -0.255], [-4.113, 4.278, -2.525], [-2.157, 2.956, -3.208], [3.814, 4.060, 1.251], [4.914, 3.241, 0.584], [4.885, 3.380, -0.933], [4.877, 1.776, 1.017], [3.602, 1.118, 0.667], [2.466, 1.054, 1.371], [1.608, 0.347, 0.675], [2.261, -0.008, -0.446], [3.451, 0.437, -0.467], [3.950, 5.119, 1.034], [3.818, 3.944, 2.337], [2.824, 3.787, 0.870], [5.879, 3.600, 0.951], [3.940, 3.022, -1.350], [5.695, 2.823, -1.405], [4.988, 4.427, -1.217], [4.983, 1.653, 2.094], [5.650, 1.190, 0.524], [2.319, 1.495, 2.342]],
  "charge": 2,
  "homo_lumo_gap_ev": 6.5,
  "homo_ha": -0.4886,
  "relative_energy_kj_mol": 2.09,
  "lumo_energy_ev": -6.8
}

5.
{
  "formula": "C33H40AsBrN3SSi2Ti",
  "method": "ωB97M-V/def2-TZVPD",
  "species": ["Ti", "C", "C", "C", "C", "N", "C", "C", "C", "C", "C", "C", "C", "H", "H", "H", "H", "H", "H", "H", "H", "C", "C", "C", "C", "C", "C", "C", "C", "C", "S", "C", "N", "H", "H", "H", "H", "H", "H", "H", "H", "C", "C", "C", "C", "C", "Br", "N", "C", "H", "H", "H", "H", "H", "H", "C", "Si", "C", "C", "As", "Si", "C", "C", "C", "H", "H", "H", "H", "H", "H", "H", "H", "H", "H", "H", "H", "H", "H", "H", "H", "H", "H"],
  "coordinates": [[0.202, 0.604, 0.454], [1.584, -1.751, 3.946], [2.631, -2.499, 3.428], [3.017, -2.319, 2.113], [2.363, -1.366, 1.330], [1.340, -0.663, 1.842], [0.963, -0.846, 3.108], [2.665, -1.086, -0.095], [3.800, -1.608, -0.709], [4.011, -1.384, -2.059], [3.081, -0.653, -2.787], [1.967, -0.121, -2.152], [1.730, -0.294, -0.786], [1.248, -1.861, 4.968], [3.138, -3.231, 4.045], [3.816, -2.909, 1.688], [0.132, -0.239, 3.449], [4.525, -2.188, -0.149], [4.892, -1.785, -2.544], [3.229, -0.497, -3.849], [1.259, 0.439, -2.756], [0.902, 3.034, -1.827], [-0.466, 2.460, -2.032], [-1.197, 2.889, -3.167], [-2.447, 2.404, -3.388], [-3.023, 1.501, -2.468], [-4.332, 0.995, -2.644], [-4.856, 0.156, -1.708], [-4.097, -0.210, -0.579], [-2.817, 0.245, -0.379], [-1.902, -0.277, 1.031], [-2.259, 1.135, -1.345], [-0.970, 1.596, -1.167], [0.819, 3.931, -1.213], [1.346, 3.300, -2.787], [1.569, 2.355, -1.308], [-0.733, 3.586, -3.850], [-3.013, 2.702, -4.263], [-4.895, 1.291, -3.520], [-5.859, -0.235, -1.823], [-4.525, -0.876, 0.160], [-1.561, -4.425, 3.154], [-1.475, -4.011, 1.712], [-2.583, -3.998, 0.876], [-2.466, -3.546, -0.426], [-1.213, -3.120, -0.835], [-1.016, -2.376, -2.572], [-0.133, -3.152, -0.091], [-0.272, -3.593, 1.160], [-2.486, -4.965, 3.355], [-1.539, -3.551, 3.809], [-0.726, -5.068, 3.435], [-3.546, -4.331, 1.248], [-3.308, -3.509, -1.101], [0.638, -3.613, 1.752], [3.057, 4.497, 3.383], [2.403, 2.746, 3.233], [1.984, 2.160, 4.970], [3.776, 1.652, 2.560], [0.629, 2.812, 1.724], [-1.230, 3.208, 3.068], [-2.686, 3.488, 1.922], [-0.923, 4.779, 4.054], [-1.670, 1.834, 4.271], [3.910, 4.548, 4.068], [2.280, 5.170, 3.755], [3.374, 4.874, 2.408], [2.864, 2.281, 5.611], [1.696, 1.108, 4.994], [1.170, 2.740, 5.411], [4.740, 1.958, 2.979], [3.846, 1.709, 1.472], [3.616, 0.605, 2.827], [-2.468, 4.281, 1.203], [-3.578, 3.774, 2.488], [-2.918, 2.577, 1.366], [-0.666, 5.608, 3.390], [-0.094, 4.653, 4.757], [-1.808, 5.063, 4.632], [-1.958, 0.927, 3.735], [-2.518, 2.144, 4.890], [-0.836, 1.600, 4.936]],
  "homo_lumo_gap_ev": [6.8, 6.8],
  "homo_ha": [-0.2567, -0.2583],
  "multiplicity": 2,
  "relative_energy_kj_mol": 0.00,
  "lumo_energy_ev": [-0.2, -0.2]
}

| no. | largest force on an atom (eV/A) |
| --- | --- |
| 1 | 0.682 |
| 2 | 0.883 |
| 3 | 5.338 |
| 4 | 0.321 |
| 5 | 0.485 |